No. 1
C29H27F6N9SSbScTe | the ωB97M-V functional and the def2-TZVPD basis

XYZ file:
```
75
Properties=species:S:1:pos:R:3:forces:R:3
Sc 0.2417 1.3836 2.9762 0.0 0.1 0.1
C -1.1849 -2.9412 2.8567 0.0 0.0 0.0
C -0.4002 -1.7952 2.8770 0.0 0.0 0.0
N -0.9542 -0.5848 2.8633 0.0 0.0 0.0
C -2.2929 -0.5078 2.8243 0.0 0.0 0.0
C -3.0560 -1.6688 2.8209 0.0 0.0 0.0
N -2.5071 -2.8757 2.8348 0.0 0.0 0.0
C -2.8651 0.8537 2.7625 0.0 0.0 0.0
C -4.2227 1.0943 2.6427 0.0 0.0 0.0
C -4.6889 2.4014 2.5397 0.0 0.0 0.0
C -3.7436 3.4265 2.5592 0.0 0.0 0.0
C -2.4037 3.1149 2.6876 0.0 0.0 0.0
N -1.9705 1.8510 2.7908 0.0 0.0 0.0
C -1.3355 4.1376 2.7447 0.0 0.0 0.0
C -1.5696 5.5083 2.6860 0.0 0.0 0.0
N -0.5924 6.3969 2.7851 0.0 0.0 0.0
C 0.6353 5.9315 2.9724 0.0 0.0 0.0
C 0.8952 4.5707 3.0230 0.0 0.0 0.0
N -0.0841 3.6748 2.8869 0.0 0.0 0.0
C -6.1310 2.6914 2.4085 0.0 0.0 0.0
C -7.0742 1.9438 3.1039 0.0 0.0 0.0
C -8.4166 2.2595 2.9467 0.0 0.0 0.0
N -8.8499 3.2332 2.1537 0.0 0.0 0.0
C -7.9450 3.9428 1.4885 0.0 0.0 0.0
C -6.5795 3.7186 1.5853 0.0 0.0 0.0
H -0.7294 -3.9229 2.8643 0.0 0.0 0.0
H 0.6781 -1.8567 2.9143 0.0 0.0 0.0
H -4.1370 -1.6351 2.8076 0.0 0.0 0.0
H -4.9267 0.2768 2.6034 0.0 0.0 0.0
H -4.0731 4.4534 2.5051 0.0 0.0 0.0
H -2.5686 5.9043 2.5614 0.0 0.0 0.0
H 1.4337 6.6536 3.0872 0.0 0.0 0.0
H 1.8949 4.1954 3.1889 0.0 0.0 0.0
H -6.7829 1.1542 3.7845 0.0 0.0 0.0
H -9.1751 1.7054 3.4866 0.0 0.0 0.0
H -8.3270 4.7263 0.8449 0.0 0.0 0.0
H -5.8936 4.3193 1.0015 0.0 0.0 0.0
C -1.5124 2.9210 -1.5013 0.0 0.0 0.0
N -0.2198 3.2520 -0.9075 0.0 0.0 0.0
C 0.4985 4.4127 -1.1394 0.0 0.0 0.0
C 1.6465 4.3213 -0.4454 0.0 0.0 0.0
N 1.6235 3.0942 0.2109 0.0 0.0 0.0
C 0.4687 2.4481 -0.0850 0.0 0.0 0.0
S -0.0288 0.9068 0.4549 0.0 0.0 0.0
C 2.7117 2.5567 0.9525 0.0 0.0 0.0
C 3.9864 2.7328 0.4511 0.0 0.0 0.0
C 5.0579 2.2506 1.1857 0.0 0.0 0.0
C 4.8020 1.6024 2.3799 0.0 0.0 0.0
C 3.4913 1.4583 2.7921 0.0 0.0 0.0
N 2.4368 1.9312 2.1019 0.0 -0.1 0.1
H -1.9333 3.8260 -1.9292 0.0 0.0 0.0
H -2.1730 2.5295 -0.7307 0.0 0.0 0.0
H -1.3863 2.1714 -2.2796 0.0 0.0 0.0
H 0.1252 5.1973 -1.7737 0.0 0.0 0.0
H 2.4645 5.0115 -0.3426 0.0 0.0 0.0
H 4.1317 3.2171 -0.5040 0.0 0.0 0.0
H 6.0688 2.3725 0.8213 0.0 0.0 0.0
H 5.5986 1.2053 2.9922 0.0 0.0 0.0
H 3.2747 0.9504 3.7176 0.0 0.0 0.0
F 1.4620 2.3434 4.7753 0.0 0.0 0.0
Sb 1.0698 0.8752 5.9962 0.0 0.0 0.0
F 0.6411 1.9871 7.3978 0.0 0.0 0.0
F -0.6328 1.1620 5.0817 0.1 0.0 -0.1
F 1.3526 -0.0097 4.2071 0.0 0.0 0.0
F 0.4666 -0.7237 6.6847 0.0 0.0 0.0
F 2.8751 0.6540 6.3244 0.0 0.0 0.0
C 1.8949 -11.3848 -15.6726 0.0 0.0 0.0
Te 0.5663 -10.0891 -14.6768 0.0 0.0 0.0
C -1.0642 -10.4014 -15.9729 0.0 0.0 0.0
H 2.0133 -11.0250 -16.6937 0.0 0.0 0.0
H 1.4567 -12.3817 -15.6724 0.0 0.0 0.0
H 2.8447 -11.3776 -15.1461 0.0 0.0 0.0
H -1.3196 -11.4596 -15.9438 0.0 0.0 0.0
H -0.7555 -10.1158 -16.9775 0.0 0.0 0.0
H -1.8969 -9.7918 -15.6347 0.0 0.0 0.0
```
Positions in Å, forces in eV/Å.

Values from the calculation:
- ΔE to the lowest compared entry with this formula, charge and spin: 0.0 kJ/mol
- Energy: -3879.98123 a.u.
- 2S+1: 2
- Lowest unoccupied orbital energy (alpha / beta): -7.48 / -9.13 eV
- Total charge: +3



No. 2
C29H27HfN3O5P | the ωB97M-V functional and the def2-TZVPD basis

XYZ file:
```
66
Properties=species:S:1:pos:R:3:forces:R:3
Hf -0.0022 -0.0290 0.3943 -0.1 -0.1 -0.4
O 1.7431 -3.4869 -4.2188 0.1 0.2 -0.1
C 0.7316 -4.0241 -3.5715 0.2 -0.1 0.3
O 0.2311 -5.0696 -3.8469 -0.1 0.0 -0.1
C 0.1814 -3.3035 -2.3515 0.0 0.0 0.0
C -0.8619 -3.8649 -1.6163 0.0 0.0 0.0
N -1.1736 -3.0263 -0.6317 0.0 0.0 0.1
N -0.3898 -1.9261 -0.6458 -0.2 -0.1 0.0
C 0.4410 -2.1056 -1.7107 0.0 -0.1 -0.2
C 1.4181 -1.0136 -1.9885 0.0 0.1 0.0
O 2.2602 -1.0471 -2.8228 0.0 0.0 -0.1
O 1.2212 0.0329 -1.1411 0.0 0.1 0.3
H 2.0666 -2.6375 -3.8637 -0.1 -0.2 0.0
H -1.3751 -4.8034 -1.7707 0.0 0.0 0.0
H -1.8874 -3.1605 0.0716 0.0 0.0 0.0
C 1.8960 -1.5681 1.8257 0.0 0.1 -0.1
C 1.6210 -0.4778 2.8845 0.0 0.0 0.1
C 2.1748 0.8679 2.4114 0.0 0.1 -0.1
C 0.1424 -0.3840 3.3232 0.0 0.0 0.1
C -0.0825 0.3099 4.6760 0.0 0.0 0.0
O -0.7482 1.5477 4.3200 0.0 0.0 0.0
C -1.0376 1.5575 3.0527 -0.1 0.2 -0.1
N -0.6404 0.4863 2.3827 0.2 -0.1 0.0
C -1.7596 2.7374 2.5674 0.1 0.0 0.0
C -2.3952 3.5053 3.5480 0.0 0.0 0.0
C -3.1130 4.6428 3.2110 0.0 0.0 0.0
C -3.1948 5.0386 1.8875 0.0 0.0 0.0
C -2.5587 4.2912 0.9003 0.0 0.0 0.0
C -1.8401 3.1469 1.2178 -0.1 0.0 0.0
P -1.1325 2.2632 -0.1916 0.2 0.0 0.0
C -2.4876 1.4602 -1.0599 0.0 0.0 0.1
C -3.1939 2.0087 -2.1290 0.1 0.0 0.0
C -4.3088 1.3486 -2.6208 0.0 0.0 0.0
C -4.7320 0.1500 -2.0538 0.0 0.0 0.0
C -4.0271 -0.4191 -1.0015 0.1 0.0 -0.1
C -2.9043 0.2380 -0.5196 0.1 -0.2 0.0
C -0.1952 3.3661 -1.2405 -0.1 0.0 0.1
C 0.4346 4.4861 -0.6898 0.0 0.0 0.0
C 1.2334 5.2810 -1.4955 0.0 0.0 0.0
C 1.4061 4.9616 -2.8363 0.0 0.0 0.0
C 0.7852 3.8427 -3.3802 0.0 0.0 0.0
C -0.0096 3.0357 -2.5861 0.0 0.0 0.0
H 2.9081 -1.9560 1.9610 0.0 -0.1 0.0
H 1.9976 -1.1939 0.7829 -0.1 0.0 0.1
H 1.2214 -2.4263 1.8647 0.0 0.0 0.0
H 2.1720 -0.7708 3.7802 0.0 0.0 0.0
H 1.8337 1.1895 1.3933 0.0 -0.1 0.0
H 3.2573 0.8285 2.2916 0.0 0.0 0.0
H 1.9241 1.6967 3.0738 0.0 0.0 0.0
H -0.2996 -1.3821 3.3452 0.0 0.0 0.0
H 0.8337 0.5695 5.2020 0.0 0.0 0.0
H -0.7456 -0.2407 5.3383 0.0 0.0 0.0
H -2.3371 3.2065 4.5846 0.0 0.0 0.0
H -3.6043 5.2144 3.9864 0.0 0.0 0.0
H -3.7472 5.9273 1.6132 0.0 0.0 0.0
H -2.6187 4.6238 -0.1294 0.0 0.0 0.0
H -2.8808 2.9482 -2.5674 0.0 0.0 0.0
H -4.8643 1.7766 -3.4445 0.0 0.0 0.0
H -5.6165 -0.3407 -2.4374 0.0 0.0 0.0
H -4.3608 -1.3497 -0.5625 0.0 0.0 0.0
H -2.4125 -0.2145 0.3630 -0.2 0.2 0.1
H 0.2974 4.7484 0.3517 0.0 0.0 0.0
H 1.7170 6.1537 -1.0787 0.0 0.0 0.0
H 2.0265 5.5883 -3.4626 0.0 0.0 0.0
H 0.9200 3.6027 -4.4259 0.0 0.0 0.0
H -0.4925 2.1674 -3.0198 0.0 0.0 0.0
```
Positions in Å, forces in eV/Å.

Values from the calculation:
- ΔE to the lowest compared entry with this formula, charge and spin: 0.0 kJ/mol
- Energy: -2050.24982 a.u.
- 2S+1: 1
- Lowest unoccupied orbital energy: -10.46 eV
- Total charge: +3



No. 3
C29H27N3O5PdS2Te | the ωB97M-V functional and the def2-TZVPD basis

XYZ file:
```
68
Properties=species:S:1:pos:R:3:forces:R:3
Pd -0.4627 0.8990 -0.0303 -0.3 0.1 -0.8
N -1.9563 3.7859 0.1632 -0.2 0.2 0.3
C -0.5886 3.8955 0.0362 0.5 0.1 -0.3
C 0.0271 5.0125 0.6238 0.1 0.0 -0.1
C 1.3966 5.1440 0.5662 -0.3 -0.3 -0.1
C 2.1360 4.1692 -0.1014 0.0 0.0 -0.1
C 1.4529 3.1200 -0.6786 0.3 0.3 -0.2
N 0.1223 2.9764 -0.6334 0.0 0.2 0.3
C -2.7531 2.6679 -0.0156 -0.5 -0.4 -0.4
C -3.9332 2.5500 0.7267 0.0 -0.1 0.0
C -4.7291 1.4406 0.5408 0.3 0.1 -0.2
C -4.3762 0.5057 -0.4269 0.1 0.0 -0.2
C -3.2206 0.7232 -1.1478 -0.5 0.0 0.0
N -2.4059 1.7661 -0.9400 0.0 0.3 0.3
H -2.3339 4.4298 0.8459 0.1 -0.2 -0.1
H -0.5796 5.7422 1.1418 0.0 0.0 0.0
H 1.8872 5.9851 1.0343 0.0 0.0 0.0
H 3.2104 4.2327 -0.1729 0.1 -0.1 0.0
H 1.9724 2.3516 -1.2400 0.1 0.0 0.1
H -4.1889 3.2977 1.4608 0.0 0.1 0.1
H -5.6175 1.3028 1.1368 -0.1 0.0 0.1
H -4.9855 -0.3669 -0.6030 0.0 -0.1 -0.1
H -2.9261 0.0676 -1.9593 0.1 -0.1 0.2
C -0.2511 -3.7493 -0.2019 -0.1 0.8 0.4
S -1.1242 -2.1579 0.1784 -0.7 -3.5 -0.8
O -0.7691 -1.3231 -1.0131 0.2 1.0 -0.7
C -2.7432 -2.8223 -0.2924 0.1 0.2 0.4
C -3.1248 -2.8364 -1.6219 0.2 0.1 -0.1
C -4.3440 -3.3893 -1.9742 0.0 0.1 0.0
C -5.1753 -3.9024 -0.9917 -0.1 -0.1 0.1
C -4.8034 -3.8486 0.3425 0.0 -0.1 0.0
C -3.5796 -3.3053 0.6968 0.1 0.1 0.0
H -0.4643 -4.0780 -1.2099 -0.2 0.0 -0.2
H -0.5732 -4.4752 0.5355 -0.1 -0.2 0.1
H 0.8125 -3.5431 -0.0895 0.0 -0.1 0.0
H -2.4631 -2.4062 -2.3591 0.1 0.0 -0.1
H -4.6518 -3.4135 -3.0088 0.0 0.0 -0.1
H -6.1194 -4.3483 -1.2626 -0.1 0.0 0.0
H -5.4635 -4.2315 1.1057 -0.1 0.0 0.1
H -3.2677 -3.2405 1.7275 0.0 0.0 0.2
O -1.8291 0.7556 3.6757 -0.2 0.2 0.1
S -1.0180 0.5926 2.5058 -0.6 -0.5 3.1
O -0.6313 1.9057 1.9248 0.1 0.5 -0.9
O -1.7640 -0.1834 1.4631 -0.1 0.9 -0.5
O 0.2386 -0.1434 2.8330 0.1 0.1 0.3
Te 1.3547 -0.7527 0.8801 2.5 -0.2 -0.9
C 2.4038 -1.3123 -0.9956 -0.3 0.1 0.2
C 1.9904 -0.8369 -2.2357 -0.3 0.2 0.3
C 2.5952 -1.2684 -3.4053 0.0 0.0 -0.1
C 3.6438 -2.1710 -3.3510 0.0 -0.1 0.0
C 4.0607 -2.6641 -2.1242 0.1 -0.1 0.0
C 3.4346 -2.2499 -0.9603 -0.2 0.2 0.3
C 3.1666 0.1942 1.5162 0.0 0.2 0.2
C 4.0449 0.7483 0.5874 -0.4 -0.2 -0.2
C 5.2503 1.2935 0.9902 0.0 0.0 0.0
C 5.5957 1.3018 2.3322 -0.1 0.0 0.0
C 4.7164 0.7756 3.2652 0.1 0.0 0.1
C 3.5105 0.2232 2.8633 -0.4 -0.2 -0.1
H 1.1612 -0.1307 -2.2727 0.1 -0.1 -0.1
H 2.2445 -0.9094 -4.3618 0.0 0.1 -0.1
H 4.1261 -2.5006 -4.2616 0.0 0.0 0.0
H 4.8693 -3.3814 -2.0786 0.0 0.0 0.0
H 3.7511 -2.6521 -0.0043 0.1 0.0 0.0
H 3.7811 0.7228 -0.4607 0.1 0.1 -0.1
H 5.9228 1.7039 0.2505 0.1 0.0 -0.1
H 6.5434 1.7187 2.6426 0.0 0.0 0.1
H 4.9767 0.7812 4.3131 0.0 0.0 0.1
H 2.8152 -0.1909 3.5803 0.0 0.0 0.2
```
Positions in Å, forces in eV/Å.

Values from the calculation:
- ΔE to the lowest compared entry with this formula, charge and spin: 177.8 kJ/mol
- Energy: -2853.95904 a.u.
- 2S+1: 3
- Lowest unoccupied orbital energy (alpha / beta): 0.53 / -1.10 eV



> Look up the energy of the first one.

-3879.98123 a.u.



> Look up the 2S+1 of the second one.

1